The molecule C16H30N2O2, computed with ωB97M-V with the def2-TZVPD basis set.

The total energy is -887.67985 Ha. The calculation puts the HOMO-LUMO gap at 9.54 eV. As for the SMILES: CCOC(=O)N1CCC(NC2CCCCCCC2)CC1. The relative energy (zero: lowest compared OMol25 entry of this formula, charge and spin) is 62.84 kJ/mol. The HOMO energy comes out at -8.7 eV.

```
! wB97M-V def2-TZVPD RIJCOSX def2/J DEFGRID3
* xyz 0 1
C 6.49 0.63 0.01
C 6.10 0.67 -1.46
O 4.69 0.53 -1.64
C 4.22 -0.74 -1.61
O 4.93 -1.72 -1.47
N 2.88 -0.80 -1.79
C 2.01 0.35 -1.84
C 1.13 0.40 -0.59
C 0.33 -0.91 -0.46
N -0.44 -0.88 0.78
C -1.74 -0.21 0.73
C -2.08 0.22 2.17
C -2.78 1.58 2.31
C -4.31 1.56 2.26
C -4.95 1.74 0.88
C -4.41 0.86 -0.25
C -4.24 -0.61 0.15
C -2.80 -1.11 0.08
C 1.31 -2.08 -0.44
C 2.20 -2.06 -1.68
H 5.94 1.39 0.56
H 7.55 0.80 0.11
H 6.25 -0.35 0.42
H 6.34 1.64 -1.91
H 6.61 -0.13 -2.01
H 2.62 1.25 -1.91
H 1.39 0.27 -2.73
H 0.45 1.25 -0.66
H 1.74 0.52 0.30
H -0.32 -1.01 -1.35
H -0.55 -1.82 1.15
H -1.59 0.68 0.13
H -2.68 -0.55 2.66
H -1.13 0.28 2.69
H -2.40 2.27 1.55
H -2.49 1.99 3.28
H -4.66 0.63 2.72
H -4.69 2.37 2.89
H -4.83 2.79 0.58
H -6.02 1.56 0.99
H -5.09 0.94 -1.09
H -3.45 1.26 -0.58
H -4.63 -0.77 1.16
H -4.85 -1.25 -0.51
H -2.53 -1.25 -0.97
H -2.75 -2.10 0.55
H 1.93 -2.00 0.46
H 0.76 -3.03 -0.40
H 2.95 -2.85 -1.63
H 1.58 -2.21 -2.58
*
```

Atomic partial charges in e from the Löwdin method, atoms 1 to 2: -0.064, -0.223